The following is a DFT calculation (the ωB97M-V functional and the def2-TZVPD basis) of one molecule with the formula C4H7NO2S at a distorted geometry.

HOMO level (spin up / spin down), eV: -7.785 / -7.786
Spin multiplicity: 1
Energy relative to the best compared isomer or geometry (same formula, charge and spin), kcal/mol: 138.3
HOMO-LUMO gap (spin up / spin down), hartree: 0.29646 / 0.29649
Max |F|, eV/A: 3.902

Atoms and positions in Å:
C  0.5209  -1.4124  -0.4541
C  1.8680  -1.3616  -0.3195
C  1.2747  1.0938  0.2756
C  -2.3104  0.4384  0.6708
N  -0.2242  -0.3318  -0.2402
O  1.0668  1.8649  -0.8220
O  -1.3510  -0.6575  0.5688
S  2.6608  -0.0054  0.3813
H  0.0842  -2.1970  -0.9407
H  2.5619  -2.1433  -0.7524
H  0.8453  1.4967  1.1254
H  -1.8886  1.1635  1.3145
H  -3.1895  -0.0168  1.1338
H  -2.6173  0.7908  -0.3434
H  0.6984  1.2778  -1.5981

=====

The following is a DFT calculation (the ωB97M-V functional and the def2-TZVPD basis) of C15H27N4OPPm as an isolated structure at a distorted geometry.

HOMO level (spin up / spin down), eV: -14.011 / -13.954
Spin multiplicity: 6
Energy relative to the best compared isomer or geometry (same formula, charge and spin), kcal/mol: 16.7
HOMO-LUMO gap (spin up / spin down), hartree: 0.30513 / 0.22505
Max |F|, eV/A: 2.710
Net charge: +2

Atoms and positions in Å:
C  -0.5854  2.4305  -1.8572
C  -0.1892  1.2461  -2.7711
N  -0.1152  0.0325  -2.1685
C  0.2170  -1.0896  -2.9221
C  0.3558  -0.9635  -4.3318
C  0.2227  0.2818  -4.9406
C  -0.0382  1.4207  -4.1457
C  0.3399  -2.3583  -2.2516
P  0.2167  -2.4943  -0.5163
H  -0.1587  2.4328  -4.5603
H  0.5338  -1.8792  -4.9149
H  0.3106  0.3858  -6.0272
C  1.5173  2.6935  -0.5455
C  -0.6516  3.0563  0.5603
H  0.5327  -3.2765  -2.8245
H  -1.6750  2.3926  -1.6717
H  -0.3490  3.4114  -2.3136
C  1.7043  -3.1842  0.3347
C  -1.2212  -3.5045  0.0595
H  1.6110  -3.1322  1.4388
H  1.7852  -4.2292  -0.0061
H  2.5761  -2.5685  0.0544
H  -1.3290  -3.5106  1.1639
H  -2.1565  -3.0832  -0.3607
H  -1.0164  -4.5284  -0.2966
H  -0.7131  4.1503  0.3801
H  -1.6758  2.6443  0.6426
H  -0.1538  2.8888  1.5363
H  1.6791  3.7717  -0.7574
H  1.9719  2.4429  0.4323
H  2.0208  2.0761  -1.3029
Pm  -0.0542  0.1700  0.3115
H  1.8979  -0.1249  0.0111
O  -2.4110  0.1007  -0.3811
H  -2.8154  -0.5858  0.1888
H  -2.3933  -0.2837  -1.2843
N  0.0770  2.3619  -0.5180
C  0.1111  1.8986  4.1462
C  0.0462  0.4684  3.7705
N  -0.0287  -0.0423  2.5431
C  -0.0876  -1.4285  2.6755
C  -0.0699  -1.7310  3.9944
N  0.0071  -0.5239  4.6690
H  -0.8283  2.1800  4.6629
H  0.9441  2.0339  4.8641
H  0.2451  2.5708  3.2737
H  -0.1204  -2.0417  1.7913
H  -0.1011  -2.6681  4.5089
H  0.0144  -0.3104  5.6557

=====

The following is a DFT calculation (the ωB97M-V functional and the def2-TZVPD basis) of one molecule with the formula C6H13NO at a distorted geometry.

HOMO level, eV: -9.299
Spin multiplicity: 1
Energy relative to the best compared isomer or geometry (same formula, charge and spin), kcal/mol: 48.6
HOMO-LUMO gap, hartree: 0.37382
SMILES: CC(=O)N(C)C(C)C
Max |F|, eV/A: 4.895

Atoms and positions in Å:
C  2.1876  -0.5480  -0.5761
C  1.1708  0.5291  -0.1768
O  1.3917  1.6941  -0.6923
N  -0.0156  0.3309  0.5344
C  -0.7530  1.5878  0.6106
C  -0.6039  -0.9327  0.1621
C  -1.4793  -1.4794  1.3112
C  -1.4887  -0.9049  -1.0776
H  1.9631  -1.6159  -0.4185
H  3.2706  -0.3162  -0.1241
H  2.2765  -0.4248  -1.7072
H  -0.0443  2.3160  1.0117
H  -1.6176  1.6825  1.1957
H  -1.0665  1.9054  -0.3516
H  0.2734  -1.6526  0.1236
H  -0.9898  -1.0893  2.1445
H  -2.5701  -1.1602  1.3963
H  -1.5235  -2.5664  1.3270
H  -2.4406  -0.5184  -0.9471
H  -1.2297  -0.0958  -1.7428
H  -1.5260  -1.8443  -1.6316

=====

The following is a DFT calculation (the ωB97M-V functional and the def2-TZVPD basis) of a 2-piece molecular cluster, C6H5N overall at a distorted geometry.

HOMO level (spin up / spin down), eV: -9.608 / -10.237
Spin multiplicity: 1
Energy relative to the best compared isomer or geometry (same formula, charge and spin), kcal/mol: 219.3
HOMO-LUMO gap (spin up / spin down), hartree: 0.31498 / 0.30500
Max |F|, eV/A: 3.939

Atoms and positions in Å:
C  1.5536  0.0003  0.0690
C  2.7767  -0.1386  -0.1850
C  -0.6558  -1.0330  0.6379
C  -0.8769  0.2088  -1.2276
C  0.3606  -0.0738  0.9269
C  0.2442  0.7831  -0.3535
N  -1.2910  -0.9968  -0.4729
H  -0.9993  -1.8066  1.2002
H  -1.6032  0.9326  -1.4883
H  -0.4255  -0.1238  -2.1838
H  0.6335  0.4018  3.4792
H  0.2830  1.8460  -0.4022